1.
20
Properties=species:S:1:pos:R:3:forces:R:3:nbo_charge:R:1 method="wB97M-V/def2-TZVPD" de_lowest_kj_mol=276.4 e_tot_ha=-365.33722 total_charge=0 smiles="C=C(C)NC.O.O" spin_multiplicity=1 homo_ev=-7.74
C 2.1913 0.4111 0.9639 1.531 -6.194 -3.136 -0.593
C 1.6995 -0.3519 -0.1242 0.557 0.338 2.159 0.242
C 2.4058 -1.5213 -0.7655 -0.757 -0.638 -1.024 -0.670
N 0.5216 -0.0673 -0.7768 0.031 1.072 0.372 -0.621
C -0.2514 -0.6159 -1.8863 -1.651 -0.499 0.555 -0.417
H 3.0634 -0.0078 1.5145 -0.572 0.029 -0.843 0.199
H 1.9894 1.3004 1.3522 -1.924 3.748 1.008 0.194
H 3.4339 -1.2940 -0.6820 1.274 0.226 -0.579 0.232
H 1.9936 -1.4353 -1.8312 1.386 -0.646 1.219 0.211
H 2.3827 -2.6162 -0.4505 -0.919 1.541 0.116 0.237
H 0.0769 0.6237 -0.2268 -0.995 0.750 -0.230 0.368
H -0.7218 -1.6065 -1.5783 0.230 1.161 -0.354 0.190
H 0.2664 -0.8644 -2.8223 0.298 0.587 0.345 0.206
H -1.0952 0.1480 -2.1153 1.489 -1.441 0.325 0.221
O -5.1264 1.3866 1.1605 -0.193 -2.810 0.800 -0.950
H -4.2473 1.1602 1.4859 -0.068 0.501 -0.122 0.483
H -5.1739 2.2548 0.8622 0.340 2.302 -0.637 0.467
O -1.3532 0.9412 2.2913 -1.703 5.315 3.508 -0.911
H -1.0663 0.3749 1.6953 2.091 -4.856 -4.219 0.452
H -0.9887 1.7796 1.9336 -0.443 -0.487 0.737 0.462



2.
20
Properties=species:S:1:pos:R:3:forces:R:3:nbo_charge:R:1 method="wB97M-V/def2-TZVPD" s_squared=0.7606 de_lowest_kj_mol=293.3 e_tot_ha=-365.03527 total_charge=+1 spin_multiplicity=2 homo_ev="-13.81 / -13.81"
C 1.4516 1.6194 -1.4402 -0.355 -1.024 0.436 -0.630
C 0.6661 1.5494 -0.1426 -1.239 -0.016 1.334 -0.356
C -0.8923 1.1133 -0.2978 3.515 -0.481 0.464 -0.304
C -2.6048 1.2179 1.3991 1.339 0.883 1.322 0.016
N -1.4058 1.2008 1.0415 -2.454 -0.260 -2.148 0.065
H 1.0108 2.2702 -2.1928 -0.135 -0.311 -0.095 0.227
H 2.5191 1.8422 -1.3970 -0.220 0.288 0.658 0.252
H 1.4209 0.5411 -1.6452 0.093 0.331 -1.288 0.222
H 0.5869 2.3683 0.5766 0.541 0.661 -0.659 0.210
H 1.0128 0.7364 0.4975 0.536 -0.045 -0.225 0.220
H -0.8874 0.0550 -0.5602 -0.335 0.100 -0.226 0.249
H -1.4017 1.7367 -1.0358 -0.379 0.324 0.463 0.282
H -3.2913 1.5307 0.6147 -0.521 -0.312 0.050 0.273
H -2.8451 1.1628 2.4593 -0.358 -0.170 -0.063 0.274
H -1.8929 -4.3144 1.6209 0.076 -0.041 0.028 0.462
H -1.9686 -4.6410 0.1242 -0.002 -0.097 0.128 0.465
O -2.2712 -4.9339 0.9916 -0.060 0.119 -0.155 -0.928
H 3.5579 -2.3914 -0.5250 -0.099 -0.114 0.207 0.476
H 3.8716 -0.9587 -0.2141 0.030 0.025 0.211 0.467
O 3.3633 -1.7047 0.1254 0.028 0.142 -0.441 -0.941



3.
21
Properties=species:S:1:pos:R:3:forces:R:3:nbo_charge:R:1 method="wB97M-V/def2-TZVPD" s_squared=0.7507 de_lowest_kj_mol=255.0 e_tot_ha=-440.57476 total_charge=-1 spin_multiplicity=2 homo_ev="0.67 / -5.01"
N -1.1584 -2.4772 1.3785 -0.726 -0.564 -0.009 -0.862
C -0.9994 -1.6166 0.2891 1.324 0.229 0.626 0.074
C -0.0570 -1.8254 -0.6455 -0.354 -0.779 -0.262 -0.588
C -2.5585 0.0166 -0.5247 -1.177 1.872 -0.570 -0.390
C -1.7636 -0.3703 0.4565 0.183 0.049 -0.808 -0.273
H -1.1967 -2.0030 2.2636 -0.082 0.297 0.319 0.333
H -0.5484 -3.2719 1.4458 0.414 0.023 -0.257 0.361
H 0.2740 -1.2922 -1.5025 -0.638 1.272 -0.302 0.199
H 0.4580 -2.7585 -0.7258 0.250 -0.795 0.762 0.176
H -3.1119 0.9599 -0.5956 0.361 0.146 1.055 0.178
H -2.8070 -0.4263 -1.4682 0.628 -1.357 -0.133 0.185
H -1.5877 0.2460 1.3573 -0.140 -0.408 -0.425 0.195
H 1.1957 2.9103 -0.7456 -0.219 0.162 -0.039 0.438
H 1.6136 2.2940 0.6215 -1.449 1.314 -0.447 0.482
O 0.8941 2.8945 0.1707 1.003 -0.682 -0.349 -1.034
H 2.6066 0.8343 1.5869 -0.286 -0.170 0.325 0.372
H 1.4195 1.5802 2.3253 0.395 -0.387 -0.105 0.383
O 2.2614 1.7145 1.8317 0.484 -0.286 0.589 -1.182
H 0.9602 0.6819 -2.2848 0.385 0.076 0.449 0.471
H 1.4503 0.1372 -3.5702 0.437 0.002 0.077 0.447
O 1.7971 0.4462 -2.7180 -0.795 -0.014 -0.495 -0.965